<w>
Density functional theory data (ωB97M-V with the def2-TZVPD basis set) for a 10-piece molecular cluster, C51H125N7O15 overall.

## Properties
frontier orbital gap: 8.54 eV
E_LUMO: 0.4 eV
SMILES string: CC1(C)CCCC(C)(C)N1O.CC1(C)CCCC(C)(C)N1O.COCCNCCOC.COCCNCCOC.COCCNCCOC.COCCNCCOC.COCCNCCOC.CO.CO.CO
highest occupied orbital energy: -8.13 eV

Geometry (Å):
O (1.974, -9.046, 9.041)
O (0.169, -4.950, 7.018)
O (-11.526, 1.989, 6.392)
O (7.139, 11.054, -5.150)
O (-3.018, 2.201, 1.925)
O (-8.617, -5.589, -3.579)
O (-0.345, -12.908, -5.932)
O (-5.534, 1.751, -3.343)
O (-1.553, 8.676, -3.478)
O (7.856, -0.700, 0.871)
O (-8.997, -2.181, 4.872)
O (3.741, 13.846, 2.290)
O (7.036, -4.949, -1.683)
O (-1.364, -1.794, -0.244)
O (4.237, 5.173, -5.792)
N (2.163, -7.252, 6.800)
N (-10.219, -0.490, 7.280)
N (-1.404, 1.086, -0.161)
N (5.117, 8.798, -5.248)
N (-0.309, -12.985, -7.291)
N (2.419, 13.623, 2.252)
N (6.442, -3.247, 0.696)
C (2.202, -12.519, -7.336)
C (2.657, 11.180, 2.583)
C (-0.363, 13.673, 3.082)
C (-1.980, -14.871, -7.685)
C (0.455, -10.682, -7.437)
C (0.783, -12.146, -7.844)
C (8.381, 10.769, -4.406)
C (5.462, 9.644, -4.040)
C (1.262, -6.685, 5.775)
C (-12.643, 1.660, 5.582)
C (2.822, -9.257, 7.998)
C (7.339, 0.595, 0.594)
C (6.115, -5.276, -0.728)
C (0.393, -15.534, -7.306)
C (-11.527, -0.114, 7.803)
C (0.686, -12.134, -9.374)
C (1.650, 14.894, 1.990)
C (1.157, -5.178, 6.023)
C (0.426, 12.375, 2.953)
C (2.154, -9.881, 10.217)
C (-0.520, -14.389, -7.837)
C (-0.827, -0.954, -1.311)
C (1.970, 15.471, 0.559)
C (-8.852, -2.420, 6.298)
C (-11.585, 1.393, 7.732)
C (-10.083, -2.000, 7.153)
C (-2.156, 3.032, 1.123)
C (1.981, 12.491, 3.120)
C (2.342, 12.725, 4.600)
C (-4.152, 2.928, 2.439)
C (4.745, 7.424, -4.895)
C (-7.812, -1.667, 4.318)
C (7.181, -2.761, 1.877)
C (-0.880, 2.188, 0.650)
C (7.042, -1.241, 1.865)
C (2.277, -8.710, 6.638)
C (-0.390, -14.310, -9.381)
C (-0.211, 0.341, -0.658)
C (-6.642, 2.410, -2.798)
C (-2.319, 7.950, -4.389)
C (5.902, 11.086, -4.366)
C (0.095, 14.681, 1.996)
C (2.019, 15.958, 3.053)
C (6.529, -4.654, 0.632)
C (-7.509, -5.293, -2.727)
C (3.476, 4.409, -6.641)
C (0.838, -13.537, -9.950)
C (4.149, 6.596, -6.103)
C (-0.120, -3.543, 7.128)
C (-1.457, -3.214, -0.444)
C (6.994, -5.730, -2.820)
H (6.015, -0.881, 1.811)
H (3.836, 14.250, 3.156)
H (2.901, -10.340, 7.902)
H (-0.138, -15.315, -9.719)
H (9.266, 10.657, -5.033)
H (2.922, -12.076, -8.023)
H (-0.203, 14.087, 4.078)
H (2.067, 15.542, 4.059)
H (3.367, 13.082, 4.699)
H (-10.218, -0.138, 6.333)
H (-3.950, 3.605, 3.269)
H (1.541, -11.520, -9.658)
H (2.308, 10.378, 3.233)
H (2.439, 4.719, -6.772)
H (-4.650, 3.503, 1.658)
H (7.530, -4.960, 0.934)
H (-12.500, 1.787, 8.175)
H (0.659, -2.868, 7.480)
H (6.024, -6.355, -0.597)
H (6.745, -3.185, 2.782)
H (-9.843, -2.431, 8.125)
H (0.279, 0.987, -1.387)
H (-7.605, 2.268, -3.288)
H (3.146, 6.943, -6.353)
H (-0.469, 15.556, 2.319)
H (0.831, -13.511, -11.040)
H (2.078, -4.719, 6.386)
H (-7.137, -4.269, -2.773)
H (6.385, 0.616, 0.068)
H (-2.383, 6.915, -4.053)
H (3.813, -8.851, 8.200)
H (2.964, 16.462, 2.853)
H (-0.304, 1.832, 1.504)
H (-1.857, 0.401, 0.427)
H (-6.641, -5.913, -2.947)
H (7.303, 1.161, 1.525)
H (2.335, -13.601, -7.333)
H (0.699, -10.521, -6.387)
H (3.133, -9.629, 10.624)
H (-0.579, -3.104, 6.242)
H (1.332, -15.744, -7.819)
H (8.631, 11.652, -3.819)
H (-12.629, 2.294, 4.695)
H (3.915, 4.123, -7.597)
H (-4.775, 1.883, -2.771)
H (1.598, 14.857, -0.261)
H (4.101, 7.474, -4.016)
H (0.242, 11.834, 2.024)
H (1.003, -9.927, -8.000)
H (6.018, -5.605, -3.289)
H (-0.045, -1.525, -1.812)
H (2.152, -10.961, 10.066)
H (2.837, -9.002, 5.749)
H (1.309, -9.153, 6.407)
H (-7.875, -2.125, 6.681)
H (7.365, -0.874, 2.839)
H (8.224, -3.074, 1.926)
H (-1.212, 9.478, -3.880)
H (-12.668, 0.596, 5.348)
H (-2.184, -15.850, -8.120)
H (5.616, 6.880, -4.530)
H (-0.050, -16.513, -7.491)
H (6.875, -2.915, -0.154)
H (3.383, 3.448, -6.135)
H (5.160, 11.588, -4.988)
H (-0.590, -10.390, -7.544)
H (-1.433, 13.502, 2.967)
H (0.725, -15.466, -6.270)
H (-10.796, 1.792, 8.370)
H (-12.292, -0.600, 7.198)
H (7.572, -5.085, -3.481)
H (-2.807, -14.215, -7.955)
H (2.250, 11.888, 5.292)
H (-1.836, 3.866, 1.749)
H (-7.805, -5.555, -1.711)
H (1.775, -14.059, -9.758)
H (3.045, 15.538, 0.394)
H (8.196, 9.931, -3.734)
H (1.329, -9.642, 10.888)
H (-0.818, -3.630, 7.960)
H (0.279, -7.138, 5.896)
H (-5.013, 2.323, 2.723)
H (-2.733, 3.463, 0.305)
H (-1.810, 7.831, -5.346)
H (-0.446, -3.611, -0.353)
H (1.310, 16.785, 3.071)
H (1.725, 16.511, 0.341)
H (-3.329, 8.299, -4.601)
H (-0.237, 14.302, 1.029)
H (-0.242, -11.675, -9.714)
H (-0.275, 2.867, 0.049)
H (5.191, -4.822, -1.085)
H (-1.302, -14.000, -9.891)
H (2.307, -12.121, -6.327)
H (4.714, 6.774, -7.018)
H (-1.193, -12.493, -5.761)
H (-9.326, -4.942, -3.569)
H (-10.968, -2.482, 6.738)
H (-7.938, -1.598, 3.238)
H (6.000, 8.736, -5.735)
H (5.998, -5.156, 1.442)
H (-6.301, 3.444, -2.842)
H (-13.589, 1.900, 6.068)
H (8.012, 1.137, -0.070)
H (3.740, 11.137, 2.471)
H (0.797, -4.585, 5.183)
H (-2.183, -15.040, -6.627)
H (0.459, 0.097, 0.166)
H (1.823, 13.627, 4.926)
H (-2.117, -3.574, 0.345)
H (4.587, 9.782, -3.404)
H (1.653, -7.000, 4.807)
H (1.557, -7.094, 7.593)
H (0.102, 11.761, 3.793)
H (-1.553, -0.723, -2.090)
H (-11.553, -0.360, 8.865)
H (-8.775, -3.483, 6.530)
H (-6.776, 2.042, -1.781)
H (7.478, -6.696, -2.671)
H (-1.825, -3.496, -1.430)
H (6.069, 11.698, -3.479)
H (6.144, 9.095, -3.390)
H (2.343, 10.863, 1.588)
H (-6.901, -2.246, 4.472)
H (-7.707, -0.699, 4.808)

<x>
Density functional theory data (ωB97M-V with the def2-TZVPD basis set) for a 10-piece molecular cluster, C51H125N7O15 overall.

## Properties
frontier orbital gap: 7.86 eV
E_LUMO: 0.4 eV
SMILES string: CC1(C)CCCC(C)(C)N1O.CC1(C)CCCC(C)(C)N1O.COCCNCCOC.COCCNCCOC.COCCNCCOC.COCCNCCOC.COCCNCCOC.CO.CO.CO
highest occupied orbital energy: -7.51 eV

Geometry (Å):
O (3.464, -3.155, 6.514)
O (6.323, 5.142, 2.355)
O (3.624, 1.990, 6.027)
O (-2.097, 4.566, 6.040)
O (1.859, -1.532, 0.144)
O (1.242, -1.538, -5.970)
O (-2.423, -0.039, -5.127)
O (-7.779, -0.967, 0.738)
O (-0.830, -3.433, 3.652)
O (0.565, -6.008, -0.176)
O (-3.722, 1.190, 1.906)
O (-4.093, -4.121, -0.244)
O (-3.587, -4.912, -5.000)
O (2.371, 7.896, 3.491)
O (-4.867, 4.795, -0.691)
N (3.475, 5.321, 2.008)
N (-1.824, 2.901, 3.340)
N (-5.783, -2.028, -1.155)
N (1.181, -3.865, 1.650)
N (-1.174, -2.770, -5.253)
N (2.181, -1.152, -5.049)
N (1.357, -0.270, 0.460)
C (-1.776, -0.777, -4.088)
C (3.473, 1.033, 0.190)
C (0.497, 2.454, 0.679)
C (-0.427, 1.329, 0.339)
C (3.004, 7.147, 4.550)
C (1.930, 1.193, -5.612)
C (2.317, 0.625, 1.185)
C (2.851, 6.534, 1.462)
C (-3.973, 0.028, 1.094)
C (-1.853, 4.367, 3.676)
C (-4.834, -5.465, -5.447)
C (3.856, -1.843, -3.312)
C (5.535, 4.102, 1.741)
C (2.149, -4.772, 1.157)
C (-1.298, -4.209, -5.441)
C (-2.647, -4.641, -5.999)
C (2.888, -2.323, -4.420)
C (1.494, -3.553, 3.025)
C (-5.461, -3.179, -2.026)
C (3.649, -3.260, -5.373)
C (-2.079, -2.240, -4.269)
C (-1.135, 4.510, 5.024)
C (1.785, -5.190, -0.231)
C (-2.845, -4.285, 0.371)
C (1.895, 6.973, 2.574)
C (3.879, 0.501, -4.244)
C (-1.578, 4.766, 7.341)
C (2.818, -0.123, 2.449)
C (-0.045, -6.083, -1.481)
C (1.575, 1.961, 1.611)
C (-1.957, -2.603, 3.947)
C (0.347, -2.615, 3.503)
C (-7.077, -1.489, -1.475)
C (4.753, -0.689, -3.814)
C (-7.447, -0.372, -0.541)
C (-3.866, 3.945, -0.219)
C (3.764, -0.098, -6.697)
C (-4.072, -3.682, -1.578)
C (1.954, -3.178, -3.640)
C (0.192, 0.115, -0.391)
C (7.367, 4.716, 3.225)
C (2.812, 3.022, 5.474)
C (-8.130, -0.050, 1.788)
C (-2.838, 2.163, 3.984)
C (3.462, -1.840, 6.099)
C (0.616, 0.468, -1.850)
C (-1.930, 1.262, -5.219)
C (-3.106, 0.888, 3.199)
C (4.393, 4.811, 0.979)
C (2.912, 0.060, -5.401)
C (-0.931, -1.024, -0.392)
H (7.050, 4.122, 4.082)
H (1.423, 1.200, -1.835)
H (-2.280, -5.154, 0.035)
H (0.479, -1.590, -5.391)
H (-0.989, -4.694, -4.515)
H (-2.140, -3.458, 0.460)
H (4.582, 0.607, -6.844)
H (-0.896, 4.012, 7.736)
H (1.398, -2.078, 0.785)
H (3.304, -1.455, -2.456)
H (2.474, -3.075, 3.050)
H (-5.573, -2.974, -3.091)
H (1.174, -3.507, -4.328)
H (-0.923, 1.007, 1.255)
H (2.304, 2.748, 1.805)
H (3.995, 4.105, 0.251)
H (4.145, 5.660, 2.683)
H (2.595, -5.763, -0.683)
H (3.143, -0.145, -7.592)
H (-7.124, -1.082, -2.486)
H (-4.971, -0.330, 1.347)
H (-0.520, -4.475, -6.157)
H (-3.644, 3.169, -0.952)
H (-3.280, -2.959, -1.775)
H (-1.905, -2.694, -3.293)
H (-6.635, 0.336, -0.379)
H (-6.192, -3.951, -1.785)
H (-1.318, 4.850, 2.858)
H (-3.899, 0.373, 0.062)
H (-7.816, -2.290, -1.504)
H (-2.401, 1.969, 4.963)
H (3.687, 0.212, -0.494)
H (5.519, -0.452, -3.076)
H (-2.170, -0.439, -3.131)
H (-0.974, 1.196, -5.738)
H (-0.431, 5.341, 5.064)
H (-5.599, -5.273, -4.695)
H (3.814, -4.243, -4.932)
H (0.221, -1.781, 2.812)
H (-3.245, -0.777, 1.192)
H (0.993, 3.014, -0.113)
H (3.134, 1.853, -0.441)
H (3.241, 7.932, 5.269)
H (1.852, 2.511, 5.398)
H (3.265, 1.550, 6.801)
H (-0.218, -5.040, -1.746)
H (3.136, -4.334, 1.310)
H (4.647, -2.940, -5.671)
H (-1.812, 1.733, -4.243)
H (-2.949, 4.515, -0.074)
H (2.552, -1.374, 6.477)
H (-4.773, -6.526, -5.689)
H (7.737, 5.651, 3.646)
H (-3.812, 0.338, 3.822)
H (-2.175, -1.992, 3.070)
H (8.093, 4.215, 2.585)
H (1.325, 6.120, 2.940)
H (-7.598, 0.897, 1.873)
H (1.244, 1.118, -6.455)
H (5.220, 3.388, 2.502)
H (0.292, -4.342, 1.609)
H (4.808, 5.659, 0.433)
H (3.985, 6.822, 4.201)
H (2.308, 6.423, 4.972)
H (2.367, 6.425, 0.491)
H (6.261, 3.618, 1.086)
H (-5.808, -2.403, -0.217)
H (-0.710, -0.550, -4.119)
H (-3.130, -2.443, -4.473)
H (3.477, -1.740, 5.014)
H (0.554, -2.281, 4.520)
H (1.109, 1.761, 2.576)
H (-0.435, 3.702, 5.235)
H (2.940, 3.390, 4.456)
H (1.394, -2.686, -2.844)
H (-2.456, 4.741, 7.985)
H (-0.725, -1.877, -1.039)
H (-1.970, 2.680, 2.365)
H (2.079, -5.666, 1.777)
H (-0.256, 0.934, -2.308)
H (-2.840, -3.210, 4.146)
H (-1.777, -1.818, 4.682)
H (2.017, -0.574, 3.035)
H (4.314, -1.244, 6.425)
H (1.719, -4.311, -0.873)
H (1.516, -4.490, 3.582)
H (-5.278, -5.061, -6.356)
H (3.594, 7.317, 1.312)
H (3.496, -0.943, 2.212)
H (-3.703, -4.426, -2.284)
H (0.603, -6.486, -2.259)
H (-2.547, 1.837, -5.909)
H (3.436, -3.164, 7.473)
H (4.576, 1.290, -4.527)
H (2.401, 2.176, -5.652)
H (-8.273, -0.530, 2.756)
H (-1.168, 1.688, -0.376)
H (4.329, -1.026, -6.611)
H (-3.046, -4.590, 1.399)
H (0.998, -0.336, -2.481)
H (3.226, 0.541, 3.211)
H (2.282, -4.122, -3.205)
H (-0.130, 3.123, 1.269)
H (-1.192, -1.263, 0.639)
H (2.682, 3.859, 6.160)
H (-9.111, 0.363, 1.553)
H (-1.073, 5.727, 7.441)
H (1.204, 1.233, -4.800)
H (-0.959, -6.673, -1.428)
H (-1.196, -2.275, -6.133)
H (-3.057, -3.986, -6.768)
H (3.340, 0.646, -3.308)
H (5.359, -1.080, -4.631)
H (-5.390, 5.036, 0.077)
H (4.416, -2.671, -2.877)
H (-8.244, 0.231, -0.976)
H (-2.392, -5.541, -6.558)
H (-1.826, -0.617, -0.863)
H (-2.182, 0.335, 3.031)
H (4.363, 1.377, 0.717)
H (1.124, 7.594, 2.118)
H (3.208, -3.359, -6.365)
H (-4.086, 3.467, 0.735)
H (-3.743, 2.764, 4.077)
H (-2.883, 4.717, 3.735)

It turns out <x> is the most stable, with the second structure 2.773 eV higher.